1.
149
Properties=species:S:1:pos:R:3:mulliken_charge:R:1 method="wB97M-V/def2-TZVPD" lumo_ev=0.26 energy_ev=-133267.5053 charge=0 gap_ha=0.36756
C 17.73 7.66 -18.99 1.2846
C 17.57 6.41 -18.14 0.5263
O 18.93 5.88 -18.04 -0.3872
C 19.84 6.69 -18.52 0.6755
O 21.04 6.60 -18.57 -0.6021
O 19.23 7.73 -18.97 -0.3799
F 16.82 5.47 -18.80 -0.3033
H 17.35 8.52 -18.45 -0.4931
H 17.15 7.58 -19.91 -0.6988
H 17.19 6.45 -17.12 0.3846
C 14.13 6.11 -16.92 -0.0022
C 12.81 6.95 -17.01 0.1040
O 13.44 8.11 -17.65 0.3755
C 14.56 8.35 -17.11 0.1730
O 15.23 9.33 -17.37 -0.5502
O 14.99 7.22 -16.52 -0.4318
F 12.30 7.28 -15.80 -0.3371
H 14.34 5.68 -17.90 -0.1908
H 14.07 5.27 -16.23 0.4235
H 12.07 6.57 -17.71 0.2832
C 14.46 3.60 -22.17 -0.7151
C 15.29 4.82 -22.44 0.4472
O 14.90 5.70 -21.33 0.2674
C 13.76 5.31 -20.77 0.0723
O 13.19 5.99 -19.94 -0.3340
O 13.39 4.05 -21.43 -0.3819
F 14.93 5.35 -23.69 -0.2936
H 14.91 2.83 -21.55 0.3385
H 14.27 3.14 -23.14 0.3631
H 16.36 4.64 -22.46 0.2043
C 21.14 7.57 -23.05 -0.2558
C 19.94 8.50 -23.46 0.3144
O 18.96 8.18 -22.52 0.1013
C 19.17 6.91 -22.07 0.3197
O 18.32 6.24 -21.57 -0.4750
O 20.49 6.64 -22.22 -0.4359
F 19.54 8.13 -24.71 -0.3516
H 21.93 8.01 -22.44 0.2345
H 21.43 7.00 -23.94 0.2852
H 20.15 9.56 -23.53 0.2460
C 11.31 11.64 -22.63 -0.0932
O 11.60 12.91 -23.20 -0.4405
C 12.78 13.48 -23.08 0.5765
O 13.78 12.98 -22.57 -0.1058
O 12.76 14.49 -23.93 -0.4375
C 13.97 15.03 -24.36 -0.2395
H 10.31 11.64 -22.19 0.4482
H 12.06 11.14 -22.02 -0.2108
H 11.02 11.01 -23.47 0.1614
H 14.45 15.43 -23.46 0.2857
H 13.94 15.90 -25.02 0.4028
H 14.60 14.29 -24.84 -0.1581
C 24.27 10.61 -21.17 -0.7899
O 22.91 10.13 -20.94 -0.1744
C 22.00 11.01 -20.51 0.5400
O 22.25 12.19 -20.21 -0.6042
O 20.75 10.36 -20.42 -0.0867
C 19.64 11.12 -19.90 -0.5865
H 24.34 10.64 -22.26 0.2987
H 24.78 9.72 -20.81 0.2596
H 24.70 11.56 -20.85 0.3438
H 20.02 11.58 -18.99 0.5307
H 18.76 10.51 -19.70 -0.1283
H 19.33 11.81 -20.68 0.2919
C 9.58 6.82 -21.55 -0.3820
O 8.94 5.51 -21.37 -0.2952
C 8.69 4.71 -22.41 0.8224
O 8.92 4.96 -23.63 -0.5923
O 8.13 3.67 -21.83 -0.3311
C 7.58 2.64 -22.59 -0.6508
H 9.58 7.16 -22.59 0.3048
H 10.61 6.76 -21.20 0.0081
H 9.21 7.50 -20.79 0.2884
H 8.27 2.40 -23.41 0.3052
H 6.66 3.06 -23.01 0.3073
H 7.36 1.82 -21.90 0.2055
C 9.87 9.81 -14.95 -0.5358
O 10.64 10.77 -15.72 -0.3993
C 11.05 10.42 -16.91 0.8525
O 10.83 9.35 -17.45 -0.5643
O 11.86 11.35 -17.36 -0.3568
C 12.10 11.34 -18.81 -0.2475
H 10.43 8.88 -14.87 0.1866
H 8.86 9.67 -15.32 0.2904
H 9.65 10.19 -13.95 0.2457
H 12.60 12.12 -19.37 0.3477
H 11.20 11.18 -19.41 0.3405
H 12.77 10.49 -18.93 -0.0347
C 17.35 11.70 -17.18 0.1362
O 16.65 12.88 -17.54 -0.4171
C 16.35 13.08 -18.83 0.5527
O 16.62 12.29 -19.72 -0.1559
O 15.84 14.34 -18.97 -0.4048
C 15.48 14.85 -20.17 -0.1965
H 17.34 11.59 -16.09 0.3465
H 18.37 11.66 -17.58 0.0916
H 16.79 10.79 -17.39 -0.2105
H 15.30 15.92 -20.08 0.3384
H 14.62 14.31 -20.55 0.0278
H 16.24 14.64 -20.93 0.1142
C 15.63 9.99 -27.25 -0.3180
O 14.72 10.52 -28.14 -0.3570
C 14.43 11.73 -28.22 0.6759
O 13.38 12.15 -28.74 -0.6495
O 15.40 12.54 -27.72 -0.0941
C 15.26 13.97 -27.88 -0.8585
H 15.46 10.40 -26.26 0.1026
H 16.64 10.16 -27.63 0.2827
H 15.36 8.93 -27.23 0.2648
H 14.55 14.56 -27.31 0.2285
H 14.81 14.25 -28.84 0.4143
H 16.24 14.46 -27.92 0.2868
C 10.66 7.61 -26.21 -0.3506
O 10.37 8.47 -27.34 -0.4003
C 9.31 9.30 -27.37 0.7306
O 8.29 9.16 -26.67 -0.6075
O 9.47 10.34 -28.18 -0.3257
C 10.75 10.74 -28.59 -0.4697
H 9.94 6.79 -26.28 0.2719
H 10.44 8.14 -25.28 0.1065
H 11.66 7.20 -26.07 0.2944
H 11.45 10.59 -27.77 0.1372
H 10.83 11.79 -28.90 0.3040
H 11.14 10.02 -29.31 0.3003
C 16.74 13.48 -23.19 -0.4461
O 17.49 13.97 -24.28 -0.4269
C 17.91 13.07 -25.16 0.8406
O 17.88 11.87 -25.09 -0.3930
O 18.36 13.71 -26.28 -0.4207
C 18.92 13.14 -27.45 -0.6277
H 16.11 12.59 -23.18 0.3649
H 15.94 14.20 -22.97 -0.1759
H 17.32 13.36 -22.28 0.3337
H 19.51 13.95 -27.88 0.2388
H 18.22 12.74 -28.18 0.2188
H 19.61 12.34 -27.16 0.3117
C 15.11 9.53 -20.50 0.7025
C 14.65 9.67 -21.94 1.3947
C 15.36 8.81 -22.95 0.7282
O 14.35 8.41 -23.72 -0.1899
C 13.19 8.51 -23.11 0.5691
O 12.12 8.01 -23.42 -0.4949
O 13.42 9.10 -21.98 -0.3501
H 16.13 9.91 -20.41 0.1180
H 15.10 8.48 -20.21 -0.5974
H 14.46 10.21 -19.95 -0.3565
H 14.61 10.72 -22.24 -1.1186
H 15.97 8.01 -22.52 -0.6368
H 15.97 9.50 -23.52 0.2171

=====

2.
40
Properties=species:S:1:pos:R:3:mulliken_charge:R:1 method="wB97M-V/def2-TZVPD" lumo_ev=-1.69 energy_ev=-124298.4822 de_lowest_kcal_mol=29.0 charge=0 gap_ha=0.19507
C 1.44 1.10 3.93 -1.2338
C 0.18 0.59 3.15 0.0153
O 0.40 -0.66 2.45 -0.2923
P -0.97 -1.18 1.63 0.7863
O -1.17 -2.60 2.04 -0.8662
C -0.64 -1.15 -0.23 -0.3209
C 0.51 -0.08 -0.47 -0.5581
C 0.48 0.66 -1.86 0.4660
N -0.79 1.42 -2.06 -0.6972
C 1.61 1.80 -1.79 0.2535
O 2.07 2.18 -0.70 -0.7030
O 2.00 2.29 -2.90 -0.7423
N 0.62 -0.22 -3.06 0.1493
F -0.67 -0.70 -3.35 -0.2541
C 1.44 -1.40 -2.83 -0.3214
C 2.91 -1.08 -2.42 0.6929
O 3.59 -0.22 -2.86 -0.4185
Br 3.68 -2.29 -0.99 -0.3607
O -2.27 -0.26 2.06 -0.4061
C -3.42 -0.51 1.20 -0.3874
C -3.61 0.76 0.26 -0.8829
H 2.37 0.82 3.38 0.2970
H 1.39 2.22 3.94 0.3368
H 1.49 0.70 4.97 0.3119
H -0.64 0.46 3.91 0.3464
H -0.12 1.41 2.43 0.2165
H -0.33 -2.20 -0.46 0.2917
H -1.57 -0.96 -0.82 0.4429
H 1.50 -0.55 -0.22 0.0100
H 0.37 0.72 0.30 0.2481
H -1.52 1.07 -1.44 0.0086
H -0.61 2.38 -1.75 0.4110
H 1.51 -1.94 -3.82 0.4064
H 1.03 -2.15 -2.12 0.2017
H -3.24 -1.45 0.63 0.3454
H -4.33 -0.65 1.83 0.3970
H -3.65 0.48 -0.83 0.2737
H -2.69 1.39 0.39 0.2550
H -4.47 1.38 0.59 0.3567
K 6.09 -1.60 -2.08 0.9249

=====

3.
97
Properties=species:S:1:pos:R:3:mulliken_charge:R:1 method="wB97M-V/def2-TZVPD" lumo_ev=0.30 energy_ev=-63771.3723 charge=0 gap_ha=0.24108
Ba -0.97 -0.17 -0.90 2.1686
C 1.26 3.10 -1.24 -0.5482
C 1.44 3.72 0.14 -1.2856
C 0.56 3.18 1.24 0.7456
C 1.04 3.14 2.55 -0.6047
C 0.20 2.73 3.57 -0.5275
C -1.10 2.35 3.26 -0.8547
C -1.49 2.41 1.93 -0.0267
N -0.69 2.82 0.95 -0.0195
N 1.71 1.71 -1.40 1.6695
C 1.38 1.31 -2.77 -1.2065
C 1.63 -0.14 -3.07 0.8713
C 2.15 -0.52 -4.31 -0.8888
C 2.31 -1.86 -4.60 -0.5723
C 1.97 -2.80 -3.63 -0.7669
C 1.47 -2.34 -2.43 -0.2996
N 1.30 -1.05 -2.15 0.2707
C 3.13 1.51 -1.15 -1.1245
C 3.46 1.31 0.31 0.4206
C 4.50 1.99 0.93 -0.8209
C 4.77 1.75 2.27 -0.5295
C 3.99 0.83 2.95 -0.9543
C 2.98 0.18 2.24 0.2108
N 2.72 0.41 0.96 0.1237
H 1.79 3.75 -1.96 0.3507
H 0.20 3.12 -1.48 -0.0929
H 1.19 4.78 0.02 0.6550
H 2.48 3.68 0.47 0.0780
H 2.06 3.43 2.76 0.4022
H 0.55 2.70 4.59 0.4277
H -1.79 2.02 4.02 0.4300
H -2.49 2.11 1.64 0.4241
H 1.92 1.92 -3.52 0.4957
H 0.32 1.49 -2.93 0.1686
H 2.41 0.24 -5.04 0.5669
H 2.69 -2.18 -5.56 0.4560
H 2.09 -3.86 -3.81 0.4679
H 1.18 -3.02 -1.63 0.0180
H 3.74 2.33 -1.57 0.2283
H 3.43 0.59 -1.66 0.4594
H 5.09 2.70 0.37 0.4236
H 5.57 2.28 2.77 0.3971
H 4.15 0.62 4.00 0.4323
H 2.36 -0.56 2.73 0.1939
C -0.89 -4.25 0.74 -1.2455
N -0.35 -3.01 1.28 0.8242
C 1.04 -3.18 1.68 -0.5623
C -1.15 -2.57 2.43 -1.3529
C -2.57 -2.18 2.05 -0.0652
C -3.63 -2.68 2.80 -0.7249
C -4.94 -2.32 2.51 -0.6146
C -5.18 -1.50 1.42 -0.7118
C -4.11 -1.03 0.66 -0.3507
C -2.77 -1.33 0.95 0.5806
H -0.89 -5.06 1.48 0.3361
H -0.29 -4.57 -0.12 0.3476
H -1.91 -4.08 0.41 0.3202
H 1.15 -3.84 2.56 0.3462
H 1.47 -2.20 1.91 -0.3260
H 1.61 -3.62 0.86 0.3737
H -0.65 -1.69 2.85 0.3447
H -1.18 -3.35 3.20 0.2984
H -3.44 -3.35 3.64 0.3106
H -5.76 -2.69 3.12 0.3569
H -6.20 -1.22 1.16 0.4060
H -4.34 -0.42 -0.22 0.3487
C -3.28 0.92 -6.05 -1.5203
C -1.80 1.17 -5.78 1.4276
C -1.00 -0.11 -6.00 -1.3945
C -1.29 2.27 -6.70 -1.7525
O -1.56 1.68 -4.44 -0.6654
P -2.20 1.14 -3.07 0.8806
O -2.16 -0.35 -3.01 -1.4276
O -1.47 1.83 -1.97 -0.0872
O -3.74 1.59 -3.09 -0.3688
C -4.24 2.92 -2.76 1.6494
C -4.25 3.09 -1.24 -1.3470
C -5.66 2.93 -3.30 -1.7575
C -3.44 4.05 -3.42 -1.3006
H -3.41 0.60 -7.08 0.5727
H -3.87 1.82 -5.88 0.2019
H -3.65 0.13 -5.39 0.3098
H -1.17 -0.50 -7.01 0.5128
H -1.30 -0.86 -5.27 0.2869
H 0.06 0.09 -5.87 0.1923
H -1.44 1.98 -7.74 0.4037
H -0.22 2.44 -6.53 0.3491
H -1.82 3.21 -6.52 0.3384
H -4.76 2.24 -0.78 0.3166
H -4.77 4.01 -0.98 0.5294
H -3.23 3.13 -0.86 0.0173
H -6.23 2.09 -2.89 0.3713
H -5.68 2.86 -4.38 0.3694
H -6.15 3.86 -3.01 0.4195
H -2.42 4.07 -3.04 0.0481
H -3.92 5.00 -3.19 0.5603
H -3.40 3.92 -4.50 0.1910

=====

4.
42
Properties=species:S:1:pos:R:3:mulliken_charge:R:1 method="wB97M-V/def2-TZVPD" lumo_ev="-8.58 / -9.92" energy_ev=-45373.5249 de_lowest_kcal_mol=14.8 charge=+2 gap_ha="0.25097 / 0.16857"
Rh -0.22 -0.52 -0.70 0.4894
N -2.70 -2.28 2.04 -0.0807
C -2.48 -1.21 2.88 -0.9490
C -1.60 -0.40 2.25 -0.1787
N -1.25 -0.97 1.04 0.0694
C -1.96 -2.10 0.94 0.1525
C -1.90 -2.82 -0.31 0.2151
N -1.19 -2.24 -1.26 0.2074
C -1.30 -3.01 -2.39 -0.3328
C -2.09 -4.08 -2.10 -0.6622
N -2.46 -3.94 -0.78 -0.1191
H -3.33 -3.04 2.23 0.2013
H -2.97 -1.13 3.84 0.4213
H -1.22 0.54 2.60 0.4832
H -0.81 -2.75 -3.32 0.5109
H -2.42 -4.91 -2.70 0.4112
H -3.05 -4.58 -0.28 0.1949
O -0.03 2.07 -3.00 -0.5470
Cl -0.57 0.78 -3.06 1.9625
O -1.04 0.40 -4.31 -0.5426
O 0.44 -0.24 -2.59 -0.5873
O -1.57 0.58 -1.94 -0.5145
C 2.17 1.14 -0.87 -0.3043
C 3.13 2.19 -0.19 -0.8694
N 2.53 2.60 1.04 0.0210
C 2.44 1.51 1.95 -0.8770
C 1.45 0.42 1.31 -0.0781
N 0.97 0.95 0.01 0.2073
C 0.25 2.25 0.21 -0.2681
C 1.27 3.27 0.85 -0.7721
H 2.67 0.17 -0.98 0.5002
H 1.85 1.50 -1.83 0.3045
H 3.24 3.05 -0.86 0.3782
H 4.10 1.75 0.00 0.2795
H 2.03 1.84 2.90 0.4171
H 3.42 1.07 2.10 0.2804
H 0.63 0.25 1.98 0.0481
H 1.98 -0.52 1.14 0.5160
H -0.59 2.08 0.88 0.3550
H -0.11 2.60 -0.74 0.4447
H 0.89 3.62 1.80 0.2979
H 1.40 4.12 0.17 0.3139

=====

5.
10
Properties=species:S:1:pos:R:3:mulliken_charge:R:1 method="wB97M-V/def2-TZVPD" lumo_ev="-0.90 / -1.91" energy_ev=-8095.1001 de_lowest_kcal_mol=97.2 charge=0 gap_ha="0.31868 / 0.27410"
N 0.30 -0.31 1.62 -0.4718
C 0.27 -0.26 0.23 0.5851
N -0.95 0.20 -0.22 -0.4071
C -1.07 0.92 -1.38 0.1024
N -0.33 0.36 -2.21 -0.2487
N 1.23 -0.59 -0.56 -0.6022
H 0.84 -1.08 1.99 0.2494
H -0.60 -0.21 2.06 0.2505
H -1.79 1.72 -1.51 0.3279
H 2.10 -0.74 -0.04 0.2145

=====

6.
82
Properties=species:S:1:pos:R:3:mulliken_charge:R:1 method="wB97M-V/def2-TZVPD" lumo_ev=-2.98 energy_ev=-142202.8898 de_lowest_kcal_mol=29.2 charge=+1 gap_ha=0.25931
Ga -0.61 0.09 -0.31 1.3644
C 0.49 0.12 -3.46 -1.3922
C 0.52 -1.41 -3.34 0.8235
C 1.76 -1.97 -4.04 -1.7018
P 0.38 -1.76 -1.53 0.1265
C -0.30 -3.41 -1.07 1.0758
C 0.32 -4.59 -1.83 -1.4903
C -0.16 -3.56 0.45 -1.4262
C 2.02 -1.59 -0.84 1.0990
C 3.09 -2.41 -1.26 -0.7018
C 4.40 -2.14 -0.93 0.3122
C 5.53 -3.04 -1.35 -1.7976
C 4.63 -0.95 -0.23 -1.0291
C 3.60 -0.15 0.22 -0.7495
C 2.25 -0.50 0.01 0.0055
N 1.17 0.23 0.54 -0.5369
C 1.37 1.08 1.65 -0.4112
C 2.35 0.86 2.63 -0.7067
C 2.60 1.78 3.62 -0.9157
C 1.89 2.98 3.72 0.3097
C 2.22 4.01 4.76 -1.6189
C 0.84 3.14 2.83 -0.7549
C 0.55 2.20 1.84 1.1613
P -0.98 2.18 0.92 -0.5416
C -2.32 2.00 2.17 0.8407
C -2.30 2.99 3.33 -1.7043
C -2.23 0.57 2.71 -1.4412
C -1.16 3.66 -0.16 0.6241
C 0.15 3.83 -0.93 -1.3338
C -1.57 4.95 0.55 -1.4235
H 0.62 0.43 -4.50 0.6314
H 1.31 0.57 -2.89 0.2709
H -0.46 0.54 -3.11 0.1524
H -0.36 -1.83 -3.80 0.3106
H 2.68 -1.57 -3.62 0.4131
H 1.71 -1.68 -5.10 0.5176
H 1.80 -3.06 -4.00 0.2971
H -1.36 -3.35 -1.32 0.2666
H 1.34 -4.79 -1.51 0.2827
H 0.30 -4.44 -2.91 0.3448
H -0.27 -5.49 -1.61 0.4704
H 0.89 -3.64 0.74 0.2650
H -0.67 -4.46 0.78 0.5153
H -0.59 -2.71 0.99 0.2728
H 2.87 -3.27 -1.88 0.1980
H 5.16 -3.94 -1.83 0.3516
H 6.13 -3.34 -0.48 0.3896
H 6.20 -2.53 -2.04 0.3552
H 5.65 -0.65 -0.03 0.4225
H 3.84 0.77 0.73 0.6508
H 2.92 -0.06 2.60 0.6914
H 3.38 1.57 4.35 0.4417
H 3.29 4.04 4.97 0.4135
H 1.70 3.80 5.70 0.2977
H 1.91 5.01 4.43 0.3821
H 0.22 4.03 2.92 0.3879
H -3.24 2.12 1.59 0.7214
H -1.44 2.84 3.97 0.3858
H -3.20 2.82 3.94 0.4913
H -2.32 4.03 3.00 0.3247
H -1.27 0.41 3.21 0.3026
H -2.35 -0.17 1.92 0.1383
H -3.02 0.39 3.44 0.5373
H -1.95 3.38 -0.86 0.4864
H 0.94 4.18 -0.27 0.2805
H 0.03 4.55 -1.74 0.5046
H 0.49 2.89 -1.38 0.1738
H -0.82 5.25 1.29 0.2374
H -2.53 4.86 1.05 0.3591
H -1.65 5.75 -0.18 0.4681
Cl -2.56 -1.61 -3.43 -0.2465
C -3.85 -1.81 -2.29 0.6041
C -4.76 -2.83 -2.52 -0.6894
C -5.85 -2.97 -1.67 -0.5048
C -6.02 -2.10 -0.61 -0.6738
C -5.09 -1.10 -0.37 0.2769
Cl -5.39 -0.07 0.98 -0.1969
C -3.97 -0.92 -1.20 -0.2902
S -2.85 0.42 -0.91 -0.0294
H -4.62 -3.49 -3.36 0.4491
H -6.57 -3.76 -1.85 0.3863
H -6.88 -2.20 0.04 0.4449